No. 1
# C5H12NO

A 2-piece molecular cluster, C5H12NO overall at a distorted geometry (ωB97M-V/def2-TZVPD, the Open Molecules 2025 dataset).

## Properties
LUMO energy (alpha / beta) = 0.426 / 0.428 eV
Orbital gap (alpha / beta) = 6.29 / 9.16 eV
Spin multiplicity = 2
E_HOMO (alpha / beta) = -5.867 / -8.732 eV

XYZ file:
```
19
C5H12NO | the Open Molecules 2025 dataset | ωB97M-V/def2-TZVPD
C -0.020 -1.757 1.508
C 0.944 -1.547 0.302
C 0.452 -0.466 -0.540
C -0.562 -0.457 -1.456
C 1.483 1.714 -0.646
N 0.695 0.871 -0.022
H -1.050 -1.883 0.989
H 0.115 -2.657 2.094
H -0.141 -0.885 2.143
H 1.973 -1.181 0.799
H 0.958 -2.530 -0.186
H -1.347 -1.208 -1.340
H -0.689 0.359 -2.189
H 1.108 2.798 -0.854
H 2.601 1.482 -0.805
H -0.044 1.298 0.567
H -2.423 2.530 0.441
H -2.245 1.620 -0.854
O -1.808 1.898 0.049
```

Here are the Löwdin charges for atoms 1 to 5, given in e: -0.11, -0.22, -0.37, 0.05, -0.13

No. 2
# C44H117N8O26P7

A 9-piece molecular cluster, C44H117N8O26P7 overall at a distorted geometry (ωB97M-V/def2-TZVPD, the Open Molecules 2025 dataset).

## Properties
LUMO energy = 0.223 eV
Orbital gap = 8.91 eV
E_HOMO = -8.682 eV

XYZ file:
```
202
C44H117N8O26P7 | the Open Molecules 2025 dataset | ωB97M-V/def2-TZVPD
O -3.166 -1.548 -3.752
P -2.190 -2.640 -3.610
N -2.980 -4.143 -3.460
C -3.416 -4.557 -2.120
C -3.863 -4.479 -4.606
N -1.337 -2.597 -2.172
C -1.811 -1.679 -1.139
C -0.239 -3.515 -1.838
N -0.999 -2.830 -4.798
C -0.549 -4.137 -5.252
C -0.244 -1.683 -5.326
H -2.535 -4.948 -1.616
H -4.140 -5.362 -2.261
H -3.957 -3.805 -1.540
H -4.635 -3.738 -4.803
H -4.215 -5.497 -4.456
H -3.155 -4.515 -5.437
H -1.041 -1.117 -0.598
H -2.496 -0.880 -1.421
H -2.354 -2.199 -0.339
H 0.728 -3.074 -2.099
H -0.204 -3.731 -0.773
H -0.285 -4.405 -2.464
H 0.517 -4.290 -5.449
H -0.777 -4.973 -4.593
H -1.019 -4.308 -6.229
H 0.624 -1.378 -4.744
H -0.933 -0.834 -5.358
H -0.110 -1.966 -6.370
O 2.605 -2.836 0.285
P 3.750 -3.760 0.324
N 4.881 -3.360 1.504
C 5.535 -4.301 2.388
C 5.454 -2.048 1.480
N 4.685 -3.855 -1.078
C 4.489 -2.957 -2.244
C 5.985 -4.525 -1.053
N 3.273 -5.333 0.679
C 2.220 -5.489 1.683
C 3.528 -6.472 -0.216
H 4.901 -5.182 2.451
H 5.742 -3.941 3.399
H 6.518 -4.589 1.992
H 5.125 -1.371 0.689
H 6.543 -2.086 1.311
H 5.342 -1.478 2.408
H 5.225 -3.289 -2.970
H 3.463 -3.135 -2.562
H 4.609 -1.947 -1.868
H 6.374 -4.893 -0.108
H 5.878 -5.277 -1.843
H 6.808 -3.893 -1.412
H 1.640 -6.390 1.477
H 2.734 -5.377 2.639
H 1.410 -4.781 1.466
H 3.092 -7.410 0.122
H 4.593 -6.606 -0.392
H 3.005 -6.286 -1.161
C -2.042 5.618 -1.585
N -2.818 5.993 -2.804
O -2.178 6.594 -3.649
O -3.984 5.696 -2.843
H -2.091 4.545 -1.448
H -2.271 6.268 -0.740
H -1.018 5.961 -1.730
C -5.769 0.548 -2.083
N -4.930 1.537 -1.311
O -4.557 1.240 -0.194
O -4.704 2.612 -1.824
H -6.768 0.971 -2.024
H -5.678 -0.340 -1.462
H -5.403 0.367 -3.087
C 3.188 -1.041 9.204
C 1.837 -0.888 8.548
O 1.941 -1.014 7.113
P 0.909 -1.883 6.257
O -0.285 -1.158 5.819
O 0.637 -3.108 7.254
C 0.233 -4.365 6.668
C -1.055 -4.343 5.855
O 1.886 -2.542 5.169
C 1.506 -2.471 3.779
C 2.255 -1.326 3.102
H 3.862 -0.230 8.923
H 3.028 -1.158 10.275
H 3.776 -1.906 8.885
H 1.126 -1.573 9.017
H 1.311 0.065 8.654
H 1.053 -4.723 6.047
H 0.049 -5.000 7.529
H -1.776 -5.121 6.123
H -1.669 -3.539 6.286
H -1.025 -4.184 4.781
H 1.810 -3.394 3.283
H 0.416 -2.441 3.724
H 1.949 -0.431 3.644
H 3.333 -1.446 3.078
H 1.899 -1.324 2.072
C -5.539 6.455 -10.328
C -4.053 6.570 -10.542
O -3.396 5.450 -9.896
P -2.600 5.708 -8.523
O -1.237 6.201 -8.754
O -3.571 6.724 -7.768
C -3.127 7.599 -6.738
C -2.627 8.911 -7.348
O -2.699 4.348 -7.706
C -1.518 3.571 -7.530
C -1.182 2.770 -8.779
H -5.948 5.460 -10.492
H -5.934 6.792 -9.365
H -6.089 7.167 -10.956
H -3.806 6.432 -11.592
H -3.685 7.526 -10.173
H -3.932 7.706 -6.011
H -2.321 7.210 -6.111
H -3.343 9.726 -7.199
H -1.763 9.272 -6.784
H -2.366 8.888 -8.402
H -0.672 4.209 -7.272
H -1.694 2.869 -6.713
H -0.476 1.949 -8.692
H -2.122 2.406 -9.202
H -0.799 3.507 -9.491
C -2.325 1.955 -3.821
C -0.970 1.965 -3.122
O -1.142 2.324 -1.746
P 0.095 2.478 -0.760
O 1.058 3.531 -1.162
O -0.602 2.708 0.635
C -1.272 1.662 1.380
C -0.392 0.655 2.132
O 0.728 1.040 -0.717
C 2.113 0.839 -0.553
C 2.587 -0.136 -1.617
H -2.648 2.981 -3.994
H -2.145 1.542 -4.819
H -3.056 1.279 -3.389
H -0.611 0.932 -3.147
H -0.288 2.639 -3.637
H -1.823 2.223 2.129
H -1.916 1.143 0.672
H 0.000 -0.147 1.502
H 0.534 1.112 2.489
H -0.911 0.192 2.970
H 2.781 1.703 -0.537
H 2.295 0.414 0.442
H 1.776 -0.795 -1.939
H 2.768 0.402 -2.553
H 3.417 -0.698 -1.209
C -3.306 -1.177 4.430
C -4.041 -1.866 5.592
O -5.440 -1.990 5.233
P -6.598 -1.401 6.161
O -7.916 -1.413 5.526
O -6.577 -2.068 7.592
C -7.202 -3.364 7.723
C -6.224 -4.490 8.053
O -6.028 0.064 6.528
C -6.859 0.988 7.183
C -6.117 2.296 7.287
H -2.727 -1.843 3.803
H -4.038 -0.609 3.846
H -2.793 -0.292 4.812
H -3.738 -2.911 5.650
H -3.776 -1.365 6.520
H -7.872 -3.264 8.577
H -7.852 -3.584 6.878
H -6.731 -5.437 7.871
H -5.299 -4.469 7.474
H -5.886 -4.478 9.089
H -7.796 1.139 6.633
H -7.174 0.708 8.196
H -5.603 2.596 6.374
H -6.798 3.117 7.527
H -5.385 2.264 8.097
C 9.252 2.305 3.574
C 7.951 1.835 2.945
O 7.602 2.823 1.968
P 6.102 2.785 1.378
O 5.418 1.563 1.834
O 6.231 2.979 -0.191
C 6.509 1.825 -0.994
C 7.962 1.801 -1.452
O 5.526 4.169 1.972
C 4.141 4.573 1.891
C 3.705 5.106 0.544
H 9.493 1.621 4.390
H 10.068 2.369 2.857
H 9.104 3.293 4.010
H 8.020 0.849 2.477
H 7.201 1.694 3.725
H 6.300 0.881 -0.489
H 5.874 1.868 -1.878
H 8.091 0.813 -1.924
H 8.156 2.428 -2.320
H 8.698 1.753 -0.654
H 3.586 3.665 2.129
H 3.977 5.366 2.618
H 3.909 6.156 0.327
H 4.132 4.505 -0.258
H 2.613 5.083 0.533
```

Here are the Löwdin charges for atoms 1 to 5, given in e: -0.28, 0.54, -0.31, -0.10, -0.10

No. 3
# C18H33BrN2O7S

A 8-piece molecular cluster, C18H33BrN2O7S overall at a distorted geometry (ωB97M-V/def2-TZVPD, the Open Molecules 2025 dataset).

## Properties
LUMO energy = -1.520 eV
Orbital gap = 6.41 eV
E_HOMO = -7.928 eV

XYZ file:
```
62
C18H33BrN2O7S | the Open Molecules 2025 dataset | ωB97M-V/def2-TZVPD
C -5.183 -2.971 2.459
C -3.657 -3.149 1.806
C -2.568 -1.967 2.147
C -1.067 -2.095 1.499
C -0.688 -3.405 0.531
C 0.867 -3.370 -0.085
C 1.015 -1.839 -0.740
C 1.919 -0.651 -0.036
C 2.739 -0.953 1.377
C 1.934 0.824 -0.784
C 2.866 2.014 -0.071
C 2.689 3.487 -0.822
C 3.053 4.767 0.143
Br 3.631 3.612 -2.589
C 1.054 1.064 -2.170
C 0.190 -0.143 -2.866
N -0.679 -0.202 -4.103
S -1.331 -1.846 -4.320
N -0.684 -2.666 -2.914
C 0.158 -1.622 -2.160
C -1.788 -4.578 0.208
C -3.296 -4.479 0.858
H -6.036 -3.293 1.689
H -5.319 -3.650 3.422
H -5.309 -1.832 2.735
H -2.929 -1.070 2.819
H -0.245 -1.249 1.683
H 1.654 -3.587 0.754
H 0.984 -4.101 -1.022
H 1.913 -0.966 2.229
H 3.208 -2.043 1.364
H 3.517 -0.112 1.627
H 3.984 1.678 0.039
H 2.377 2.162 1.008
H 1.524 3.582 -1.064
H 4.196 4.997 0.246
H 2.532 5.761 -0.252
H 2.608 4.603 1.235
H 1.067 2.134 -2.645
H -1.531 -5.488 -0.489
H -4.159 -5.281 0.679
O -2.710 -6.927 -2.214
H -3.000 -7.244 -3.082
H -2.145 -6.167 -2.419
O 3.250 8.083 -0.588
H 3.475 8.256 -1.515
H 3.012 8.956 -0.239
O 4.108 -3.634 -0.712
H 3.328 -3.190 -1.078
H 4.114 -4.497 -1.152
O -1.942 1.072 3.151
H -1.717 1.244 2.225
H -2.179 1.944 3.501
O -5.641 -2.058 -0.888
H -5.111 -2.258 -1.674
H -5.170 -2.506 -0.169
O 4.112 10.396 0.915
H 4.816 9.730 0.906
H 4.419 11.069 0.290
O -3.139 1.881 0.731
H -4.042 2.233 0.757
H -3.047 1.540 -0.172
```

Here are the Löwdin charges for atoms 1 to 5, given in e: -0.13, -0.20, -0.01, 0.00, -0.13

No. 4
# C39H29Cl2GeN4O4Zr

C39H29Cl2GeN4O4Zr as an isolated structure at a distorted geometry (ωB97M-V/def2-TZVPD, the Open Molecules 2025 dataset).

## Properties
LUMO energy = -4.134 eV
Orbital gap = 6.75 eV
Net charge = +1
E_HOMO = -10.889 eV

XYZ file:
```
80
C39H29Cl2GeN4O4Zr | the Open Molecules 2025 dataset | ωB97M-V/def2-TZVPD
Zr -0.719 -0.894 -1.713
Cl -3.907 -3.990 3.461
C -3.153 -3.720 1.933
C -3.099 -2.417 1.456
C -2.502 -2.176 0.231
N -2.365 -0.905 -0.393
C -2.976 0.257 -0.011
O -3.757 0.460 0.888
C -2.542 1.426 -0.896
C -3.178 2.642 -0.805
C -2.692 3.703 -1.554
C -1.568 3.525 -2.350
C -0.992 2.276 -2.408
N -1.486 1.234 -1.716
C -1.953 -3.235 -0.509
C -2.014 -4.527 -0.031
C -2.618 -4.771 1.195
Cl -2.682 -6.398 1.765
N -1.368 -2.874 -1.776
C -1.880 -3.406 -2.946
O -2.542 -4.401 -3.082
C -1.590 -2.520 -4.146
C -1.765 -2.993 -5.425
C -1.543 -2.133 -6.487
C -1.162 -0.823 -6.238
C -1.015 -0.417 -4.931
N -1.226 -1.243 -3.894
H -3.533 -1.614 2.031
H -4.022 2.729 -0.134
H -3.174 4.670 -1.500
H -1.140 4.339 -2.916
H -0.099 2.092 -2.993
H -1.614 -5.351 -0.605
H -2.079 -4.019 -5.555
H -1.669 -2.480 -7.505
H -0.981 -0.121 -7.040
H -0.721 0.597 -4.697
O 3.221 -1.571 -1.480
C 2.066 -1.389 -1.260
O 1.209 -0.771 -2.135
C 1.331 -1.786 0.003
C 0.583 -0.601 0.668
Ge 1.599 0.739 1.771
C 2.232 2.154 0.611
C 1.916 3.485 0.896
C 2.368 4.517 0.083
C 3.147 4.237 -1.032
C 3.484 2.922 -1.324
C 3.034 1.893 -0.506
C 3.032 -0.175 2.653
C 4.002 -0.790 1.852
C 5.087 -1.444 2.418
C 5.227 -1.481 3.798
C 4.292 -0.853 4.607
C 3.204 -0.201 4.039
C 0.121 1.407 2.808
C -0.779 2.254 2.152
C -1.917 2.731 2.789
C -2.180 2.366 4.101
C -1.305 1.519 4.766
C -0.165 1.046 4.126
H 2.046 -2.210 0.706
H 0.659 -2.626 -0.230
H -0.207 -0.964 1.323
H 0.137 0.113 -0.046
H 1.317 3.730 1.765
H 2.121 5.542 0.329
H 3.505 5.042 -1.660
H 4.110 2.695 -2.178
H 3.342 0.886 -0.750
H 3.937 -0.759 0.770
H 5.824 -1.917 1.781
H 6.074 -1.989 4.243
H 4.410 -0.864 5.682
H 2.507 0.301 4.696
H -0.577 2.574 1.134
H -2.597 3.391 2.266
H -3.065 2.737 4.602
H -1.507 1.222 5.787
H 0.478 0.368 4.669
```

Here are the Löwdin charges for atoms 1 to 5, given in e: 1.86, 0.71, -0.67, -0.02, -0.21

No. 5
# C28H41FGeN2O4Pd

C28H41FGeN2O4Pd as an isolated structure (ωB97M-V/def2-TZVPD, the Open Molecules 2025 dataset).

## Properties
LUMO energy = -16.086 eV
Orbital gap = 4.08 eV
Net charge = +4
E_HOMO = -20.164 eV

XYZ file:
```
78
C28H41FGeN2O4Pd | the Open Molecules 2025 dataset | ωB97M-V/def2-TZVPD
Pd 0.119 1.472 0.140
C -6.191 -1.256 -2.866
C -4.953 -2.085 -3.200
C -4.865 -2.637 -4.608
C -4.673 -1.530 -5.636
C -3.594 -0.591 -5.278
C -3.025 0.260 -6.192
C -1.985 1.086 -5.786
F -1.409 1.864 -6.613
C -1.449 1.129 -4.417
C -1.995 0.328 -3.484
C -1.534 0.356 -2.066
O -0.535 1.009 -1.768
C -2.331 -0.415 -1.115
C -3.365 -1.131 -1.581
N -3.738 -1.210 -2.938
C -3.116 -0.532 -3.859
C -2.074 -0.510 0.402
O -2.827 -1.191 1.037
O -1.056 0.119 0.923
H -7.062 -1.899 -2.996
H -6.297 -0.390 -3.520
H -6.192 -0.916 -1.831
H -4.844 -2.898 -2.479
H -5.785 -3.185 -4.813
H -4.050 -3.359 -4.681
H -5.584 -0.921 -5.763
H -4.486 -1.931 -6.638
H -3.341 0.275 -7.229
H -0.637 1.814 -4.199
H -3.964 -1.717 -0.892
C 2.374 -1.528 -2.815
C 3.532 -0.567 -2.580
C 3.937 -0.423 -1.113
C 2.760 0.104 -0.256
Ge 3.151 0.654 1.560
C 2.802 -0.485 3.085
C 3.713 -1.726 3.039
C 5.183 -1.348 3.175
C 5.700 -0.584 1.974
H 2.241 -1.708 -3.883
H 1.426 -1.133 -2.426
H 2.550 -2.495 -2.341
H 3.294 0.421 -2.988
H 4.403 -0.916 -3.135
H 4.795 0.247 -1.039
H 4.246 -1.393 -0.716
H 1.982 -0.662 -0.230
H 2.393 1.000 -0.790
H 3.609 2.101 1.693
H 1.747 -0.773 3.079
H 2.989 0.101 3.987
H 3.570 -2.282 2.105
H 3.400 -2.393 3.843
H 5.783 -2.259 3.246
H 5.357 -0.795 4.100
H 5.705 -1.190 1.071
H 6.696 -0.162 2.112
H 5.138 0.375 1.737
O 0.865 2.075 1.802
C 0.318 2.269 2.989
C 1.029 3.264 3.846
C 1.219 2.895 5.343
C 0.846 1.461 5.716
C -0.663 1.229 5.791
C -1.415 1.916 4.658
N -0.768 1.671 3.350
H 0.448 4.190 3.741
H 1.984 3.471 3.366
H 0.651 3.593 5.958
H 2.267 3.071 5.584
H 1.291 1.217 6.680
H 1.293 0.761 5.000
H -1.061 1.635 6.723
H -0.880 0.160 5.798
H -1.453 2.996 4.805
H -2.440 1.561 4.574
H -1.170 0.979 2.725
```

Here are the Löwdin charges for atoms 1 to 5, given in e: 1.10, 0.03, -0.24, -0.09, -0.07